(1)
16
Properties=species:S:1:pos:R:3:forces:R:3 method="wB97M-V/def2-TZVPD" lumo_ev=-4.0 homo_energy_ev=-14.4 orbital_gap_ev=10.4425 e_above_lowest_kcal_mol=61.6 total_charge=+1 largest_force_ev_per_a=7.33
B -0.863 1.065 0.292 -5.540 -0.019 -0.219
C 1.261 0.004 -0.129 1.235 1.309 0.114
C 1.304 1.558 -0.147 2.080 1.924 -0.296
C -0.104 -0.335 0.548 0.724 -0.736 -0.082
N -0.900 -1.538 -0.032 3.191 0.614 -0.714
O -0.044 2.014 -0.012 0.115 1.194 0.168
O -2.724 1.270 0.069 5.966 -4.172 0.885
H 1.609 -0.302 -1.125 -1.145 -0.585 0.053
H 2.134 -0.197 0.482 -0.204 -0.911 0.406
H 2.021 2.022 0.714 -2.012 -1.042 -2.009
H 1.629 2.009 -1.161 -0.161 -0.900 1.754
H 0.175 -0.661 1.590 -0.865 0.764 -0.853
H -0.673 -2.347 0.569 -0.096 -0.060 -1.178
H -0.720 -1.603 -1.085 -0.333 -0.528 1.913
H -1.825 -1.290 0.131 -2.723 0.341 0.094
H -2.902 2.172 0.067 -0.231 2.806 -0.036

(2)
86
Properties=species:S:1:pos:R:3:forces:R:3 method="wB97M-V/def2-TZVPD" lumo_ev="-2.1 / -4.0" s2=3.7605 homo_energy_ev="-10.9 / -11.1" orbital_gap_ev="8.8381 / 7.0864" total_charge=+1 multiplicity=4 largest_force_ev_per_a=0.69
Pd -0.284 0.564 -0.828 0.111 -0.004 -0.421
C 0.626 2.659 -4.418 0.010 -0.028 0.051
C 0.953 2.558 -3.067 -0.001 0.061 -0.054
N -0.126 2.284 -2.334 0.142 -0.552 -0.388
N -1.158 2.178 -3.217 -0.318 0.354 0.381
C -0.731 2.402 -4.466 0.078 -0.019 -0.037
B -2.560 1.901 -2.619 0.103 -0.072 0.054
N -2.774 0.364 -2.575 -0.079 0.164 0.289
C -3.490 -0.448 -3.367 -0.063 0.088 -0.028
C -3.257 -1.750 -2.975 -0.023 -0.103 -0.002
C -2.357 -1.643 -1.917 -0.020 0.076 0.105
N -2.083 -0.360 -1.676 0.173 -0.321 -0.383
N -2.554 2.453 -1.147 0.048 0.034 -0.116
C -3.122 3.600 -0.731 -0.022 -0.020 0.006
C -2.696 3.866 0.552 -0.034 0.036 0.036
C -1.829 2.816 0.855 -0.012 -0.060 -0.001
N -1.756 1.973 -0.166 -0.020 0.163 0.132
N -3.700 2.534 -3.380 0.030 -0.069 -0.042
C -5.021 2.404 -3.082 0.036 0.007 -0.038
C -5.730 3.126 -4.005 -0.013 0.027 -0.018
C -4.741 3.671 -4.849 -0.006 0.001 0.018
N -3.527 3.316 -4.471 -0.058 0.017 0.047
H 1.274 2.898 -5.243 -0.001 -0.002 0.012
H 1.911 2.687 -2.592 0.014 -0.051 0.003
H -1.415 2.386 -5.295 -0.021 0.069 0.025
H -4.119 -0.045 -4.144 0.001 0.000 0.007
H -3.683 -2.645 -3.393 0.004 0.007 0.003
H -1.906 -2.417 -1.318 0.037 -0.003 -0.010
H -3.794 4.145 -1.372 0.007 -0.007 -0.008
H -2.977 4.696 1.176 0.008 -0.002 -0.004
H -1.270 2.624 1.757 -0.007 -0.003 0.006
H -5.349 1.815 -2.240 0.003 -0.001 -0.002
H -6.798 3.245 -4.064 0.008 0.001 -0.007
H -4.867 4.306 -5.712 0.001 -0.003 0.005
C 2.386 1.582 1.869 -0.038 -0.059 -0.031
S 2.682 1.935 0.135 -0.014 0.066 -0.115
O 2.047 0.796 -0.640 0.025 0.242 0.327
C 4.432 1.590 0.092 -0.006 -0.003 -0.005
C 4.879 0.537 -0.687 0.039 -0.005 0.000
C 6.245 0.286 -0.750 -0.015 0.008 0.008
C 7.134 1.086 -0.047 0.013 -0.006 -0.007
C 6.669 2.152 0.714 -0.029 0.013 0.007
C 5.311 2.417 0.780 0.018 -0.030 -0.015
H 2.724 0.570 2.089 -0.009 0.010 0.018
H 1.312 1.683 2.028 0.007 -0.014 0.031
H 2.921 2.313 2.472 0.000 0.009 0.004
H 4.168 -0.062 -1.240 -0.002 -0.004 0.001
H 6.612 -0.529 -1.359 0.002 0.001 0.002
H 8.196 0.889 -0.103 -0.002 0.000 -0.001
H 7.366 2.784 1.248 0.003 -0.003 -0.001
H 4.948 3.262 1.353 0.002 0.000 0.001
N 0.316 -1.284 -0.104 -0.053 0.099 -0.006
P 0.216 -1.957 1.360 -0.117 -0.201 0.263
C -0.780 -3.441 1.155 0.059 0.008 -0.061
C -1.861 -3.744 1.977 0.012 0.007 -0.012
C -2.580 -4.911 1.756 -0.010 -0.017 0.006
C -2.223 -5.764 0.723 -0.010 0.012 0.017
C -1.139 -5.464 -0.094 0.031 0.017 -0.008
C -0.413 -4.305 0.119 -0.042 0.008 0.030
C 1.848 -2.445 1.927 0.002 0.028 -0.043
C 2.964 -2.006 1.222 0.004 0.014 0.049
C 4.232 -2.371 1.654 -0.015 0.012 -0.011
C 4.378 -3.180 2.771 0.005 0.003 -0.007
C 3.261 -3.634 3.463 -0.021 0.000 0.002
C 1.992 -3.269 3.043 0.021 -0.008 -0.016
C -0.558 -0.937 2.626 0.045 0.011 -0.029
C 0.070 -0.615 3.827 -0.045 0.009 -0.003
C -0.577 0.203 4.745 0.000 -0.001 -0.003
C -1.845 0.693 4.467 0.018 -0.005 0.004
C -2.470 0.380 3.266 -0.010 -0.009 -0.038
C -1.827 -0.426 2.341 0.021 0.021 0.026
H -2.142 -3.080 2.783 -0.007 -0.005 -0.004
H -3.421 -5.150 2.393 0.001 -0.002 -0.002
H -2.789 -6.670 0.553 -0.003 0.001 0.004
H -0.860 -6.134 -0.897 -0.004 0.000 0.003
H 0.430 -4.060 -0.515 -0.002 -0.009 -0.005
H 2.829 -1.383 0.345 0.006 0.000 -0.012
H 5.103 -2.023 1.114 0.009 -0.001 -0.002
H 5.367 -3.468 3.101 -0.003 -0.003 0.003
H 3.380 -4.277 4.325 -0.002 0.001 -0.002
H 1.119 -3.631 3.574 0.004 -0.006 0.004
H 1.058 -0.997 4.049 0.003 -0.001 0.003
H -0.091 0.452 5.679 -0.003 0.000 0.001
H -2.350 1.323 5.188 0.001 0.000 0.002
H -3.454 0.771 3.044 0.005 0.004 0.003
H -2.303 -0.650 1.392 -0.012 0.003 0.001

(3)
58
Properties=species:S:1:pos:R:3:forces:R:3 method="wB97M-V/def2-TZVPD" lumo_ev=-4.4 homo_energy_ev=-11.2 orbital_gap_ev=6.7504 total_charge=+1 largest_force_ev_per_a=0.55
Ti 0.026 -0.422 1.553 0.072 -0.158 0.520
C -3.301 -1.698 -0.886 0.003 0.015 0.019
C -1.890 -1.276 -0.496 0.068 -0.019 -0.053
N -1.313 -1.891 0.746 0.027 0.019 -0.024
C -0.609 -3.184 0.477 0.026 -0.017 0.000
C -1.453 -4.312 -0.094 0.008 0.002 -0.003
C -2.292 -2.037 1.857 -0.048 0.035 0.039
C -2.732 -0.664 2.366 -0.038 -0.054 -0.007
N -1.633 0.291 2.176 0.024 0.031 -0.065
C -1.952 1.643 2.084 0.010 0.020 -0.024
C -1.134 2.409 1.271 0.009 0.063 -0.015
F -0.122 1.692 0.668 -0.006 0.015 -0.025
C -1.288 3.758 1.066 -0.029 -0.033 0.029
F -0.451 4.405 0.263 0.008 0.012 -0.006
C -2.327 4.412 1.703 0.020 -0.024 -0.012
C -3.162 3.675 2.521 0.012 -0.040 -0.007
F -4.163 4.276 3.154 -0.002 0.011 -0.001
C -2.989 2.312 2.724 -0.014 0.044 -0.023
F -3.808 1.659 3.552 -0.001 0.004 0.011
H -3.533 -1.238 -1.846 -0.003 0.000 -0.004
H -4.047 -1.347 -0.174 -0.004 0.000 0.004
H -3.410 -2.773 -0.997 0.007 -0.013 -0.003
H -1.887 -0.189 -0.371 0.022 -0.009 0.000
H -1.179 -1.500 -1.292 -0.039 -0.001 -0.013
H -0.173 -3.489 1.429 -0.004 -0.001 -0.022
H 0.212 -2.954 -0.202 -0.004 -0.017 0.012
H -2.343 -4.516 0.501 -0.005 0.000 0.012
H -0.848 -5.217 -0.092 0.002 -0.002 -0.004
H -1.751 -4.126 -1.125 -0.004 0.008 -0.009
H -1.787 -2.593 2.644 -0.004 0.018 -0.004
H -3.158 -2.616 1.535 0.002 0.000 0.019
H -3.018 -0.740 3.416 -0.018 -0.006 -0.018
H -3.605 -0.307 1.814 0.017 0.001 -0.003
H -2.481 5.473 1.569 -0.001 0.005 0.000
S 2.219 -1.684 5.138 0.004 -0.020 0.018
C 1.258 -1.595 3.926 0.010 -0.082 0.048
N 0.503 -1.537 2.982 -0.017 0.134 -0.137
C 5.274 1.522 -2.238 0.027 -0.008 -0.009
C 3.905 1.334 -2.832 -0.007 0.026 -0.020
C 3.431 2.206 -3.807 -0.002 0.005 0.002
C 2.190 2.014 -4.388 -0.004 0.001 -0.005
Cl 1.635 3.124 -5.599 0.003 -0.003 0.002
C 1.392 0.940 -4.031 0.008 0.004 0.006
C 1.846 0.070 -3.055 0.017 0.001 -0.015
C 3.077 0.279 -2.457 -0.035 -0.012 0.008
O 3.507 -0.644 -1.504 0.006 -0.027 -0.006
C 3.499 -0.162 -0.196 0.024 0.048 0.046
C 2.136 -0.184 0.438 0.016 -0.038 -0.192
O 1.932 0.354 1.565 -0.090 0.062 0.091
O 1.134 -0.770 -0.101 -0.043 0.006 -0.140
H 5.935 1.996 -2.961 0.003 0.004 0.001
H 5.712 0.568 -1.949 -0.001 0.006 -0.004
H 5.249 2.166 -1.356 -0.004 0.004 -0.004
H 4.048 3.035 -4.130 0.000 0.006 -0.004
H 0.438 0.787 -4.517 -0.006 0.002 -0.003
H 1.261 -0.789 -2.755 -0.001 0.001 -0.001
H 3.882 0.860 -0.102 -0.014 -0.038 0.002
H 4.138 -0.806 0.415 -0.006 0.010 -0.006

(4)
121
Properties=species:S:1:pos:R:3:forces:R:3 method="wB97M-V/def2-TZVPD" lumo_ev="3.6 / 3.6" s2=0.7692 homo_energy_ev="0.5 / -1.7" orbital_gap_ev="3.1257 / 5.3019" e_above_lowest_kcal_mol=0.0 total_charge=-2 multiplicity=2 largest_force_ev_per_a=0.61
Hg 0.476 0.518 0.310 0.601 -0.065 -0.065
C -0.997 5.126 4.199 -0.047 0.046 -0.023
O 0.309 4.717 4.572 0.007 -0.156 0.051
C 0.715 3.796 3.589 -0.045 0.118 0.032
N -0.200 3.444 2.741 0.092 -0.031 0.091
C -1.420 4.121 3.103 -0.098 0.008 -0.050
C -2.095 4.781 1.921 -0.017 0.019 -0.053
C -1.447 4.869 0.694 -0.040 -0.070 0.004
C -2.070 5.480 -0.388 0.013 0.036 -0.053
C -3.340 6.021 -0.252 0.000 -0.004 0.076
C -3.994 5.937 0.971 -0.022 0.001 -0.017
C -3.376 5.314 2.045 -0.005 0.015 0.016
C 2.067 3.392 3.658 0.126 0.017 0.085
C 2.908 3.733 4.766 0.075 -0.046 -0.113
C 4.202 3.298 4.787 -0.025 0.044 -0.003
C 4.708 2.528 3.705 -0.052 0.072 0.114
C 3.806 2.250 2.672 0.058 -0.072 -0.215
N 2.554 2.635 2.618 -0.195 -0.104 -0.015
C 4.260 1.456 1.497 0.266 -0.025 0.199
N 3.624 1.194 0.438 0.001 0.118 -0.075
C 4.446 0.285 -0.359 0.009 -0.033 0.096
C 5.819 0.349 0.335 0.056 -0.013 0.003
O 5.535 0.932 1.612 -0.068 -0.111 -0.078
C 4.504 0.623 -1.824 -0.100 0.042 0.014
C 4.468 1.944 -2.256 0.010 0.007 0.013
C 4.566 2.240 -3.606 -0.015 0.010 -0.026
C 4.691 1.220 -4.540 -0.025 0.002 -0.011
C 4.704 -0.101 -4.115 0.012 -0.017 -0.002
C 4.607 -0.397 -2.763 0.043 0.034 0.004
H -1.644 5.100 5.080 0.002 0.023 -0.009
H -0.964 6.152 3.814 0.006 -0.025 -0.016
H -2.140 3.400 3.525 -0.013 -0.018 -0.006
H -0.470 4.411 0.595 0.001 0.021 -0.026
H -1.563 5.503 -1.344 0.017 -0.049 0.002
H -3.827 6.491 -1.098 -0.006 0.001 -0.023
H -4.992 6.345 1.083 -0.021 0.002 0.009
H -3.899 5.224 2.992 -0.021 0.010 0.036
H 2.500 4.324 5.574 0.002 0.021 0.041
H 4.846 3.542 5.626 -0.017 0.010 -0.004
H 5.726 2.179 3.666 0.056 -0.031 0.013
H 4.026 -0.718 -0.264 -0.071 -0.141 -0.003
H 6.273 -0.632 0.480 0.003 0.041 0.028
H 6.519 1.000 -0.201 -0.043 -0.008 0.000
H 4.326 2.732 -1.527 -0.022 0.011 0.029
H 4.521 3.272 -3.933 -0.012 0.006 -0.003
H 4.745 1.452 -5.596 0.007 -0.001 -0.006
H 4.768 -0.904 -4.840 -0.006 -0.010 -0.009
H 4.585 -1.426 -2.421 -0.016 -0.041 -0.010
N 0.737 2.962 -4.613 0.065 0.103 -0.006
C 0.180 2.162 -3.610 0.219 -0.161 -0.018
S -0.157 2.944 -2.128 -0.239 -0.237 -0.014
N 0.087 0.904 -4.005 -0.180 0.161 -0.042
N -0.532 0.036 -3.159 0.176 0.018 0.136
C -0.297 -1.184 -3.467 -0.009 0.064 -0.060
C -0.737 -2.379 -2.745 0.137 -0.042 -0.184
C -0.262 -3.598 -3.244 0.046 0.010 -0.047
C -0.517 -4.816 -2.640 -0.016 -0.018 0.097
C -1.248 -4.836 -1.461 0.017 0.069 -0.079
C -1.738 -3.645 -0.946 -0.039 -0.045 0.065
C -1.537 -2.427 -1.592 -0.044 0.156 0.102
O -2.048 -1.286 -1.106 -0.153 -0.198 0.214
H 1.222 3.759 -4.229 -0.058 -0.042 -0.023
H 1.286 2.417 -5.265 -0.016 -0.007 -0.002
H 0.353 -1.383 -4.329 -0.047 0.017 0.059
H 0.348 -3.563 -4.139 -0.006 -0.010 -0.007
H -0.131 -5.730 -3.074 0.024 -0.033 0.011
H -1.441 -5.765 -0.938 -0.003 -0.022 0.009
H -2.294 -3.651 -0.022 0.072 0.009 0.011
C 3.076 -6.156 -1.477 -0.012 -0.009 0.002
C 2.173 -6.414 -0.274 0.030 0.015 -0.024
C 2.302 -5.383 0.842 0.068 -0.040 0.035
S 2.145 -3.686 0.230 0.003 0.011 -0.273
O 3.533 -3.311 -0.201 -0.121 0.092 0.147
C 1.778 -2.890 1.817 0.063 0.048 -0.144
C 2.983 -2.629 2.703 -0.022 -0.022 0.010
C 2.623 -1.617 3.785 0.080 0.016 0.060
H 3.066 -7.014 -2.152 -0.016 -0.012 -0.020
H 4.104 -5.968 -1.167 0.025 -0.016 0.012
H 2.750 -5.281 -2.038 -0.006 0.020 0.019
H 2.404 -7.396 0.151 -0.023 -0.029 0.019
H 1.130 -6.447 -0.599 0.001 0.000 -0.035
H 3.289 -5.419 1.312 -0.010 -0.021 0.027
H 1.532 -5.537 1.598 0.004 -0.051 0.024
H 1.027 -3.520 2.296 -0.084 0.062 0.024
H 1.300 -1.948 1.534 0.029 0.044 0.011
H 3.798 -2.250 2.082 -0.030 0.046 -0.014
H 3.340 -3.561 3.155 0.014 -0.002 -0.035
H 2.199 -0.715 3.346 0.007 0.084 -0.057
H 3.502 -1.322 4.357 0.018 0.003 0.044
H 1.884 -2.024 4.480 -0.015 -0.019 0.004
C -2.656 0.852 0.563 -0.266 0.055 -0.031
Si -3.368 -0.563 -0.395 0.054 0.121 0.140
C -4.275 -1.677 0.887 0.017 -0.082 -0.063
C -5.416 -0.911 1.578 0.070 0.007 0.030
C -4.892 -2.947 0.285 -0.052 0.071 0.021
C -3.271 -2.027 2.001 0.050 -0.047 -0.065
C -4.463 0.002 -1.841 0.028 -0.058 -0.081
C -4.554 -1.119 -2.886 0.011 0.083 -0.017
C -5.876 0.443 -1.453 0.037 -0.015 0.001
C -3.748 1.200 -2.480 -0.021 0.069 -0.094
H -3.413 1.386 1.137 -0.110 0.113 0.054
H -2.175 1.564 -0.107 0.064 0.090 -0.082
H -1.882 0.501 1.247 -0.198 0.007 0.076
H -6.262 -0.735 0.921 -0.068 0.005 -0.079
H -5.088 0.052 1.971 0.035 0.024 0.025
H -5.776 -1.507 2.426 -0.018 0.000 0.022
H -5.706 -2.693 -0.396 -0.037 0.008 -0.021
H -5.315 -3.571 1.083 -0.012 -0.010 0.019
H -4.184 -3.556 -0.273 -0.044 -0.008 -0.019
H -3.075 -1.154 2.623 0.021 0.023 0.014
H -2.302 -2.370 1.638 0.028 -0.034 -0.065
H -3.689 -2.811 2.643 -0.015 -0.006 0.033
H -4.975 -2.043 -2.484 -0.030 -0.040 0.022
H -3.570 -1.343 -3.300 0.048 -0.032 -0.007
H -5.193 -0.795 -3.716 -0.016 0.008 -0.032
H -6.514 -0.396 -1.172 -0.028 -0.068 0.042
H -6.341 0.931 -2.317 -0.030 0.007 -0.010
H -5.876 1.165 -0.633 0.008 0.024 0.023
H -4.310 1.530 -3.363 -0.014 -0.023 -0.035
H -3.683 2.049 -1.799 -0.001 0.029 0.016
H -2.734 0.957 -2.794 0.083 0.007 0.061